C35H33AlN6PS as an isolated structure, computed with ωB97M-V with the def2-TZVPD basis set.

Structure (XYZ):
```
77
Properties=species:S:1:pos:R:3:forces:R:3:lowdin_charge:R:1
S -1.3605 -1.0057 -2.2746 0.22 0.06 -0.03 0.805
P 1.2397 -0.1346 0.0445 0.30 0.13 0.00 1.130
Al -1.1480 0.6780 -0.5839 0.08 -0.38 0.05 -0.019
N -1.6113 -1.0093 0.5949 0.00 0.05 -0.39 -0.053
N -1.5982 1.4727 1.2824 0.00 0.30 0.13 0.077
N -1.4030 -2.2634 0.1513 0.03 0.09 -0.27 0.027
N -3.0472 1.2835 -1.1167 -0.16 -0.02 -0.38 -0.030
N -4.1892 1.2688 -0.4129 0.01 0.10 0.21 0.050
N -0.9642 -3.5544 -1.6370 0.01 0.04 -0.35 0.006
C -1.9936 -1.9255 2.8529 -0.06 0.10 0.10 -0.008
C 1.2544 4.7525 -1.8167 0.12 -0.01 0.03 -0.032
C 1.2973 2.4702 -0.9006 0.00 0.06 0.05 -0.164
C -0.7020 -3.9130 -3.0325 -0.05 -0.01 0.28 -0.265
C 1.5250 0.5564 2.7333 0.07 -0.03 0.05 -0.085
C 3.3934 1.6377 0.0500 0.09 0.06 -0.01 -0.071
C 1.3782 -2.0575 3.6638 0.04 0.01 -0.04 -0.084
C -3.4070 1.5707 -2.3669 -0.11 -0.05 0.03 -0.139
C -2.3255 0.9954 3.4974 -0.08 0.04 0.30 0.011
C 3.3573 -2.0089 -0.2384 0.00 0.03 -0.04 -0.088
C -1.2370 -2.3329 -1.1726 0.02 0.00 0.22 -0.732
C -1.8425 -0.8351 1.8455 -0.09 0.22 0.36 -0.258
C 3.0448 -2.1612 -2.9928 -0.01 -0.01 0.05 -0.074
C -4.7901 1.7630 -2.4549 0.11 0.02 -0.12 -0.018
C 4.2120 -2.8011 -0.9943 -0.02 0.00 0.02 -0.069
C 4.0387 2.8493 -0.2626 0.06 -0.07 0.04 -0.057
C 1.5447 0.3013 4.0996 -0.01 -0.03 -0.05 -0.070
C 3.3382 3.8458 -0.8800 -0.01 0.03 0.00 -0.021
C 1.4390 -0.4958 1.8185 -0.06 0.09 0.04 -0.343
C 2.1849 -1.3733 -2.2403 0.03 0.00 -0.01 -0.106
C 2.3296 -1.2955 -0.8542 -0.09 -0.07 0.04 -0.324
C -0.5665 -5.4194 -3.1460 0.03 -0.05 -0.04 -0.084
C 4.0546 -2.8843 -2.3700 -0.03 0.03 -0.03 -0.072
C -2.4066 2.3514 3.7686 -0.03 -0.02 0.11 -0.022
C 1.9691 3.6911 -1.2038 -0.07 -0.11 0.01 -0.157
C -1.9253 0.5839 2.2388 0.01 -0.15 -0.21 -0.204
C -0.7290 3.3971 -1.7750 0.06 -0.01 -0.05 -0.128
C 1.3367 -1.8039 2.2985 -0.03 0.04 0.01 -0.112
C -0.1073 2.3075 -1.2028 -0.01 -0.02 0.02 -0.162
C -2.0823 3.2673 2.7792 0.02 0.04 -0.03 -0.023
C -1.6782 2.7881 1.5480 0.16 -0.31 -0.01 -0.056
C -5.2546 1.5601 -1.1765 -0.06 -0.06 0.05 -0.051
C 2.0714 1.4492 -0.2571 -0.29 0.06 -0.04 -0.302
C -0.0672 4.6085 -2.0935 -0.11 -0.01 -0.03 -0.070
C 1.4841 -1.0068 4.5662 -0.01 0.04 -0.01 -0.078
H -1.7881 3.3627 -1.9938 -0.02 0.02 0.00 0.071
H 1.6237 1.1248 4.7997 0.00 -0.03 -0.04 0.109
H -2.7220 2.6926 4.7479 0.02 -0.03 -0.05 0.122
H 1.4063 -0.8068 -2.7352 -0.01 -0.02 0.01 0.073
H -1.5192 -3.5517 -3.6551 -0.06 0.02 -0.01 0.104
H 5.0085 -3.3487 -0.5051 -0.03 0.02 -0.01 0.109
H -0.8937 -4.2778 -0.9377 -0.03 -0.01 0.03 0.141
H -5.3666 2.0117 -3.3306 0.05 -0.03 0.08 0.112
H -6.2535 1.5902 -0.7672 0.14 0.01 -0.01 0.132
H 3.8251 4.7829 -1.1306 -0.03 -0.06 0.01 0.118
H -1.7600 -2.8801 2.3956 0.00 -0.03 -0.01 0.075
H -2.5706 0.2586 4.2516 0.01 0.07 -0.04 0.122
H -1.4954 -5.9247 -2.8724 0.05 0.03 0.00 0.080
H 1.5976 1.5781 2.3744 0.00 -0.05 0.02 0.109
H 1.2126 -2.6252 1.6030 0.04 -0.02 -0.01 0.109
H 0.2088 -3.4198 -3.3735 0.06 0.06 0.03 0.098
H 1.7768 5.6751 -2.0484 -0.01 -0.07 0.02 0.117
H -1.3235 -1.7561 3.6999 -0.08 0.00 -0.06 0.078
H -1.3849 3.4518 0.7447 -0.02 -0.04 -0.04 0.117
H 3.5117 -1.9371 0.8292 -0.02 -0.02 0.05 0.099
H 4.7239 -3.5017 -2.9569 -0.03 0.03 0.02 0.109
H 0.2382 -5.7922 -2.5057 -0.05 0.03 -0.05 0.079
H -2.6600 1.6075 -3.1460 -0.07 0.01 0.05 0.121
H -3.0202 -1.9595 3.2332 0.06 0.01 -0.04 0.098
H 3.9554 0.8431 0.5306 -0.02 0.03 -0.03 0.114
H -0.6230 5.4188 -2.5537 0.03 -0.07 0.03 0.108
H -0.3248 -5.6901 -4.1739 -0.02 -0.01 0.05 0.080
H -2.1297 4.3343 2.9559 0.01 -0.09 -0.02 0.119
H 1.3256 -3.0788 4.0259 -0.01 0.07 -0.05 0.114
H 1.5192 -1.2075 5.6306 0.01 0.02 -0.05 0.109
H -4.1678 1.0831 0.5750 0.01 -0.03 0.05 0.158
H 5.0872 2.9819 -0.0201 -0.09 -0.02 -0.01 0.111
H 2.9257 -2.2075 -4.0685 0.01 0.01 0.03 0.110
```
Forces are in eV/Å.

- gap between HOMO and LUMO (eV) = 7.22
- HOMO energy (eV) = -10.37
- maximum force (eV/Å) = 0.4
- LUMO level (eV) = -3.1442
- charge = +1
- energy relative to the best compared isomer or geometry (same formula, charge and spin) (eV) = 0.000



C35H33ClDyN4Si2 as an isolated structure at a distorted geometry, computed with ωB97M-V with the def2-TZVPD basis set.

Structure (XYZ):
```
76
Properties=species:S:1:pos:R:3:forces:R:3:lowdin_charge:R:1
Dy 0.5258 2.8892 -0.2301 -2.57 -1.48 0.64 1.305
Cl -1.8580 2.5151 0.6624 -0.27 1.90 -0.20 -0.079
Si -1.2188 -0.1735 0.5358 -0.55 -1.11 0.36 0.432
Si -1.8616 -2.1791 -0.5661 -1.78 1.98 2.50 0.707
N 0.2112 5.2067 -0.1343 0.39 1.55 1.25 -0.042
N 1.8679 5.0155 3.2115 0.30 0.28 0.49 0.124
N 0.7973 6.9216 1.1384 -0.12 0.05 -0.45 0.128
N 1.2511 3.2945 1.9642 0.44 1.72 1.17 -0.024
C 2.2881 3.8726 3.8851 -0.66 -0.17 -1.09 -0.020
C -2.5112 -4.7513 -3.4662 -0.42 -0.05 -0.02 -0.076
C -2.7643 -2.8964 -1.9691 -0.69 0.08 -0.32 -0.283
C 1.2521 4.6499 2.0687 0.24 -1.65 0.41 -0.264
C -0.5918 -1.0080 -1.4571 2.37 -0.65 -1.50 -0.410
C 2.9054 3.5790 -0.6297 0.54 -0.45 -0.87 -0.219
C 0.5594 -1.2158 -3.9756 -0.04 -0.11 0.15 -0.055
C 2.2850 1.4802 -1.3684 0.48 0.43 -0.16 -0.207
C -0.3157 -5.1341 1.9086 -0.08 -0.03 0.06 -0.077
C 1.5424 -2.0054 3.7895 -0.07 0.05 -0.19 -0.080
C -0.5841 -1.0990 3.0654 0.45 -0.53 -0.02 -0.108
C -3.0821 -2.5469 -4.3230 -0.33 -0.19 0.00 -0.080
C 2.2195 3.7364 -1.8758 0.92 -0.46 -0.05 -0.216
C -0.0098 -0.7269 1.8444 -0.22 -0.29 0.00 -0.332
C 2.1290 -1.5922 2.5878 0.06 0.20 0.07 -0.090
C 1.8320 2.4393 -2.3310 0.66 0.12 0.20 -0.203
C -2.5015 -4.5257 2.8069 0.26 -0.01 -0.35 -0.077
C -0.2939 -0.1440 -3.7053 0.02 0.19 0.06 -0.095
C -0.8916 -0.0164 -2.4627 0.06 -1.77 0.75 -0.122
C 0.2849 7.4586 -0.0432 0.10 -1.13 0.33 -0.024
C -2.6003 -4.2773 -2.1590 0.31 0.47 -0.62 -0.082
C -2.6597 -3.6017 1.7677 0.32 -0.08 -0.11 -0.097
C -2.6997 -3.8782 -4.5429 -0.03 0.06 0.09 -0.082
C 1.3616 -0.9439 1.6171 -0.30 -0.24 0.44 -0.118
C 2.9400 2.1844 -0.3138 0.41 0.11 -0.87 -0.210
C -0.4879 -4.2276 0.8578 -0.27 -0.38 0.73 -0.106
C 0.9539 -2.0770 -2.9509 0.62 0.01 -0.30 -0.054
C 0.1784 -1.7769 4.0108 0.22 0.12 0.28 -0.074
C -1.3187 -5.2823 2.8762 -0.05 0.07 -0.14 -0.084
C -0.0834 6.3886 -0.8170 0.59 -0.34 1.25 -0.061
C 0.7454 5.5681 1.0583 -0.74 0.55 -1.45 -0.256
C -1.6489 -3.4529 0.7950 0.92 -0.24 -0.53 -0.313
C 1.8894 2.8105 3.1084 -0.31 1.24 -0.59 -0.048
C -3.1887 -2.0651 -3.0196 0.59 -0.63 -0.36 -0.101
C 0.4973 -1.8920 -1.6516 -0.46 0.49 -0.95 -0.113
H 2.1524 -2.5010 4.5493 -0.26 0.08 -0.28 0.106
H -3.2834 -1.8844 -5.1682 -0.04 -0.28 0.22 0.108
H -1.6447 -0.9194 3.2407 0.22 -0.09 -0.03 0.106
H -3.5143 -1.0472 -2.8051 0.33 -0.15 -0.16 0.106
H 1.1483 7.4601 1.9223 -0.17 -0.08 -0.34 0.167
H -3.2981 -4.6682 3.5480 0.40 0.09 -0.33 0.108
H -2.4793 -4.9287 -1.2949 0.29 0.09 -0.26 0.104
H 0.2477 8.5113 -0.2278 -0.06 0.22 0.06 0.122
H 0.9257 -1.3729 -4.9889 -0.08 0.02 0.24 0.114
H -1.1905 -6.0126 3.6793 -0.03 0.27 -0.25 0.104
H -1.6179 0.7742 -2.2601 -0.08 -0.30 -0.09 0.107
H 0.2691 -4.1373 0.0789 -0.11 -0.16 0.28 0.088
H 1.9977 1.7555 3.2816 0.03 -0.12 -0.02 0.116
H 2.8238 3.9059 4.8090 0.04 0.10 0.25 0.122
H 1.3543 2.2077 -3.2833 0.06 0.08 0.41 0.106
H -0.5356 6.3857 -1.7911 0.00 -0.04 -0.06 0.122
H -0.5561 0.5518 -4.4954 0.14 0.04 0.02 0.113
H 0.5953 -5.7410 1.9535 -0.39 0.21 0.08 0.107
H -0.2948 -2.1290 4.9287 0.20 0.13 -0.18 0.110
H 1.8432 -0.6514 0.6810 -0.26 -0.04 0.13 0.085
H 3.4294 1.7343 0.5523 -0.27 0.18 -0.31 0.114
H -2.4795 0.2136 1.1074 -0.17 0.71 0.73 -0.087
H -3.5648 -2.9926 1.6891 0.25 -0.18 0.10 0.109
H 2.1011 4.6720 -2.4225 -0.08 -0.32 0.24 0.112
H -2.2888 -5.8034 -3.6283 -0.10 0.17 -0.12 0.106
H -0.1834 0.7764 -0.0448 -0.11 0.15 -0.25 -0.104
H 1.9982 5.9772 3.5428 -0.05 -0.85 -0.16 0.176
H 1.5966 -2.9207 -3.1795 0.13 0.14 -0.01 0.112
H 0.8851 -2.4869 -0.8153 -0.32 0.07 -0.46 0.093
H -2.5862 -4.2462 -5.5631 -0.02 0.10 0.27 0.104
H 3.4200 4.3705 -0.0818 -0.37 -0.26 -0.08 0.118
H 3.1889 -1.7725 2.3861 -0.32 0.01 0.20 0.105
H 2.1950 0.3985 -1.4673 -0.13 0.34 0.10 0.102
```
Forces are in eV/Å.

- gap between HOMO and LUMO (spin up / spin down) (eV) = 4.80 / 4.79
- spin multiplicity = 6
- HOMO energy (spin up / spin down) (eV) = -8.05 / -8.05
- maximum force (eV/Å) = 3.7
- LUMO level (spin up / spin down) (eV) = -3.2492 / -3.2577
- charge = +1



Question: What is the maximum force in the first record?
Answer: 0.4 eV/Å



Question: maximum force of number 1 (C35H33AlN6PS)?
Answer: 0.4 eV/Å



Question: What is the formula in the first record?
Answer: C35H33AlN6PS